(1)
A single C2H2Br2O molecule at a distorted geometry, computed with ωB97M-V/def2-TZVPD.

Geometry as XYZ:
```
7
C2H2Br2O, DFT ωB97M-V/def2-TZVPD
C -0.09820 -0.91247 -0.07122
C 0.12494 0.53917 -0.25850
O 0.30516 -1.76087 -0.81511
Br -1.47440 1.43799 0.75183
Br 1.70978 0.83364 0.81458
H -0.68393 -1.05685 0.94280
H 0.11666 0.91938 -1.36439
```

The value obtained for the HOMO energy is -10.66 eV. Its orbital gap is 10.419 eV. As for the energy relative to the best compared isomer or geometry (same formula, charge and spin): 5.8 kcal/mol. Its structure (SMILES) is O=CC(Br)Br. As for the net charge: 0. As for the spin multiplicity: 1.

Atomic partial charges in e from the natural (NBO) method, atoms 1 to 6: 0.36 -0.38 -0.48 -0.02 0.11 0.13



(2)
A molecular structure, C2H2Br2O3 at a distorted geometry, computed with ωB97M-V/def2-TZVPD.

Geometry as XYZ:
```
9
C2H2Br2O3, DFT ωB97M-V/def2-TZVPD
C -0.71384 -0.61498 -0.38670
C 0.93669 0.30636 -0.70185
O -0.15461 0.67794 0.09385
O 0.14613 -0.64319 -1.40985
O -1.96102 -0.43296 -0.81506
Br 2.17509 -0.60672 0.42104
Br -3.27929 -0.34009 0.44568
H -0.67003 -1.39260 0.33610
H 1.52690 1.16962 -1.25343
```

The value obtained for the HOMO energy is -10.48 eV. Its orbital gap is 9.565 eV. As for the energy relative to the best compared isomer or geometry (same formula, charge and spin): 29.8 kcal/mol. As for the net charge: 0. As for the spin multiplicity: 1.

Atomic partial charges in e from the natural (NBO) method, atoms 1 to 6: 0.60 0.27 -0.53 -0.49 -0.57 -0.02



(3)
2 unconnected molecules or ions with the total composition C2H2Br2S2 at a distorted geometry, computed with ωB97M-V/def2-TZVPD.

Geometry as XYZ:
```
8
C2H2Br2S2, DFT ωB97M-V/def2-TZVPD
C -1.87164 -0.45675 -0.71682
C 2.04591 0.22916 0.70562
S -2.06472 -0.29499 -2.32311
S 1.69029 -1.22327 0.17711
Br -2.60472 0.61761 0.67500
Br 1.09131 1.93394 0.37660
H -1.30791 -1.23852 -0.33916
H 3.02148 0.43283 1.44477
```

The value obtained for the HOMO energy (alpha / beta) is -7.16 / -9.54 eV. Its orbital gap (alpha / beta) is 6.322 / 6.725 eV. As for the energy relative to the best compared isomer or geometry (same formula, charge and spin): 20.0 kcal/mol. As for the net charge: 0. As for the spin multiplicity: 3.

Atomic partial charges in e from the natural (NBO) method, atoms 1 to 6: -0.69 -0.45 0.38 0.16 0.08 0.06



(4)
A molecular structure, C2H2Br3N at a distorted geometry, computed with ωB97M-V/def2-TZVPD.

Geometry as XYZ:
```
8
C2H2Br3N, DFT ωB97M-V/def2-TZVPD
C -0.49111 -0.05884 0.20351
C 1.13512 1.74934 -1.45696
N 0.24034 0.05770 1.14010
Br 2.51291 1.26609 -0.14466
Br 0.45847 3.53031 -0.95084
Br 1.77354 1.69435 -3.15876
H -0.13955 0.55576 -0.82058
H 1.05392 0.45279 1.57999
```

The value obtained for the HOMO energy (alpha / beta) is -8.56 / -8.56 eV. Its orbital gap (alpha / beta) is 7.279 / 7.275 eV. As for the energy relative to the best compared isomer or geometry (same formula, charge and spin): 80.2 kcal/mol. As for the net charge: 0. As for the spin multiplicity: 1.

Atomic partial charges in e from the natural (NBO) method, atoms 1 to 6: 0.25 -0.63 -0.57 0.03 0.03 0.17



(5)
2 unconnected molecules or ions with the total composition C2H2Br3O2Si at a distorted geometry, computed with ωB97M-V/def2-TZVPD.

Geometry as XYZ:
```
10
C2H2Br3O2Si, DFT ωB97M-V/def2-TZVPD
C -0.32372 -0.20002 0.13347
C -0.14796 -0.74913 -0.97782
O 1.30471 -3.62052 -0.85916
O -0.38121 0.33500 1.14237
Si 0.71186 -3.29708 0.44769
Br 1.70878 -1.75064 1.78157
Br -1.53560 -3.26903 0.71385
Br 1.19373 -5.06008 1.81234
H 0.71282 -1.31075 -1.37527
H -1.03026 -0.63335 -1.65830
```

The value obtained for the HOMO energy is -5.67 eV. Its orbital gap is 8.800 eV. As for the net charge: -1. As for the spin multiplicity: 1.

Atomic partial charges in e from the natural (NBO) method, atoms 1 to 6: 0.72 -0.82 -1.30 -0.48 1.54 -0.39



(6)
A molecular structure, C2H2Br6 at a distorted geometry, computed with ωB97M-V/def2-TZVPD.

Geometry as XYZ:
```
10
C2H2Br6, DFT ωB97M-V/def2-TZVPD
C 0.51661 12.23959 19.72666
Br -0.35192 11.04072 18.34644
Br 1.71777 11.02219 20.75361
Br -0.73795 13.15334 20.88842
H 1.18845 12.91666 19.19912
C -2.19757 10.17274 14.94345
Br -2.38899 11.96325 14.17913
Br -1.67486 8.85438 13.52400
Br -3.75917 9.52153 16.01769
H -1.41888 10.31149 15.69344
```

The value obtained for the HOMO energy (alpha / beta) is -14.20 / -12.96 eV. Its orbital gap (alpha / beta) is 9.442 / 2.507 eV. As for the energy relative to the best compared isomer or geometry (same formula, charge and spin): 7.7 kcal/mol. As for the net charge: +1. As for the spin multiplicity: 2.

Atomic partial charges in e from the natural (NBO) method, atoms 1 to 6: -0.47 0.30 0.30 0.22 0.24 -0.48



(7)
A molecular structure, C2H2BrCl6Mg at a distorted geometry, computed with ωB97M-V/def2-TZVPD.

Geometry as XYZ:
```
12
C2H2BrCl6Mg, DFT ωB97M-V/def2-TZVPD
Mg 5.95869 -1.96759 -4.77523
Br 3.37307 -0.60934 -2.22095
C 0.99592 1.77525 2.93096
Cl -0.30723 2.94237 3.23464
Cl 0.42811 0.06544 3.32545
Cl 2.35164 2.32037 3.95701
H 1.30392 1.80919 1.88593
C -2.66193 -1.21558 -1.61776
Cl -3.85429 -0.44705 -0.48570
Cl -2.71199 -0.51395 -3.29142
Cl -3.20508 -2.94223 -1.77889
H -1.67084 -1.21688 -1.16404
```

The value obtained for the HOMO energy is -12.52 eV. Its orbital gap is 3.154 eV. As for the net charge: +1. As for the spin multiplicity: 1.

Atomic partial charges in e from the natural (NBO) method, atoms 1 to 6: 1.23 -0.23 -0.25 0.03 -0.02 0.02



(8)
A single C2H2BrClO molecule at a distorted geometry, computed with ωB97M-V/def2-TZVPD.

Geometry as XYZ:
```
7
C2H2BrClO, DFT ωB97M-V/def2-TZVPD
C 0.40846 0.64629 0.14228
C -0.71904 -0.05153 0.36846
O 1.59849 -0.08182 -0.58432
Cl -2.20903 0.64602 0.72836
Br 1.23461 -1.72990 -1.25329
H 0.58210 1.71684 0.16665
H -0.89559 -1.14590 0.43186
```

The value obtained for the HOMO energy is -9.44 eV. Its orbital gap is 8.907 eV. As for the energy relative to the best compared isomer or geometry (same formula, charge and spin): 66.1 kcal/mol. Its structure (SMILES) is Cl/C=C/OBr. As for the net charge: 0. As for the spin multiplicity: 1.

Atomic partial charges in e from the natural (NBO) method, atoms 1 to 6: 0.10 -0.32 -0.61 0.03 0.32 0.23



(9)
2 unconnected molecules or ions with the total composition C2H2BrClO2 at a distorted geometry, computed with ωB97M-V/def2-TZVPD.

Geometry as XYZ:
```
8
C2H2BrClO2, DFT ωB97M-V/def2-TZVPD
C -0.24052 -1.52227 -0.11983
C 1.05730 0.98215 -0.03736
O -0.02861 -1.50865 0.98786
O -0.40569 -1.33666 -1.23061
Cl -2.51021 0.33687 0.43042
Br -0.52581 1.83328 0.20022
H 1.18507 0.60892 -1.08098
H 1.46848 0.60636 0.85028
```

The value obtained for the HOMO energy (alpha / beta) is -9.73 / -9.71 eV. Its orbital gap (alpha / beta) is 8.292 / 7.654 eV. As for the energy relative to the best compared isomer or geometry (same formula, charge and spin): 21.1 kcal/mol. As for the net charge: 0. As for the spin multiplicity: 1.

Atomic partial charges in e from the natural (NBO) method, atoms 1 to 6: 1.03 -0.51 -0.51 -0.52 -0.44 0.50



(10)
A single C2H2BrF molecule at a distorted geometry, computed with ωB97M-V/def2-TZVPD.

Geometry as XYZ:
```
6
C2H2BrF, DFT ωB97M-V/def2-TZVPD
F -0.55889 0.98618 -1.65229
Br -1.81313 -0.78033 0.44474
C 0.19912 -0.05139 -1.33149
C -0.13846 -1.03315 -0.48447
H 1.17153 0.07411 -1.74146
H 0.52018 -1.82124 -0.02713
```

The value obtained for the HOMO energy is -9.60 eV. Its orbital gap is 10.488 eV. As for the energy relative to the best compared isomer or geometry (same formula, charge and spin): 0.0 kcal/mol. Its structure (SMILES) is F/C=C\Br. As for the net charge: 0. As for the spin multiplicity: 1.

How positive or negative is each atom? The natural (NBO) charges in e answer that: -0.31 0.03 0.22 -0.38 0.18 0.25



no.,E_tot (eV)
1,-144237.6255
2,-148330.5953
3,-163857.5193
4,-213719.2409
5,-224212.0162
6,-422349.6693
7,-152716.9504
8,-86715.6031
9,-88763.7634
10,-74865.1542